DFT (ωB97M-V/def2-TZVPD) results for C38H51ClOP4RuS as an isolated structure.

Geometry as XYZ:
```
97
Properties=species:S:1:pos:R:3:forces:R:3
Ru 0.139632 0.108050 -0.011424 -1.061 -1.604 3.690
Cl 2.195295 1.474647 0.602019 -0.224 -0.282 0.007
S -0.488698 -0.560665 2.114941 -1.154 -0.560 2.219
P 1.433190 1.136576 -4.825078 -1.293 -1.841 2.375
P 1.580278 -1.747197 -0.010757 0.113 -0.151 0.637
P -1.278286 1.933091 0.262988 0.102 0.012 1.054
P -3.421024 -2.673677 -2.260880 4.234 3.451 0.117
O -2.122384 -0.077433 -3.685587 0.126 -0.324 -0.485
C 0.577761 0.765159 -1.584824 2.395 1.631 -4.973
C 0.432316 -3.034661 -6.329858 -0.445 0.066 -0.153
C 0.284561 2.348247 -5.273130 0.293 1.050 -1.534
C -2.698732 -3.675484 -3.549494 -0.421 -0.781 -0.299
C 5.655372 2.356149 -5.304458 0.308 -0.300 -0.425
C 1.040797 -0.530207 -5.323984 -0.279 0.505 -0.708
C -0.083511 3.880584 -7.113796 -0.238 0.000 0.309
C -0.123615 -0.042589 -2.357056 -0.083 0.645 -2.300
C -1.212191 -0.894778 -2.943935 1.162 0.709 1.524
C 0.615856 1.797047 5.808144 0.020 0.024 -0.074
C -0.683173 1.302433 5.655877 -0.375 -0.291 -0.430
C -4.641241 -1.580007 -2.911140 -1.017 -0.263 -0.226
C 2.936836 -1.657633 -1.206154 0.216 -0.246 -0.052
C 2.409690 -1.963516 1.594024 0.163 -0.231 -0.187
C -0.048696 0.342179 3.518636 -0.335 -0.134 0.256
C -1.442003 3.067140 -1.133567 -0.041 0.219 -0.117
C 0.712855 2.916717 -6.494772 -0.224 0.421 -0.435
C -3.887385 -3.569326 -0.851981 -0.660 -0.682 0.160
C -0.016467 -0.663600 -6.255530 0.267 0.127 0.086
C -1.266849 4.298963 -6.471359 0.305 0.225 -0.547
C 1.578741 1.561355 4.827114 0.007 -0.237 -0.188
C -2.974601 1.461586 0.686146 -0.334 0.318 -0.053
C 3.089556 1.517831 -4.758502 1.283 -0.199 -0.902
C 1.770766 -1.650404 -4.888863 -0.251 0.563 -0.138
C 5.122423 1.279832 -6.041829 -0.112 0.186 0.463
C 0.784658 -3.358166 -0.312837 0.225 -0.234 -0.115
C -1.656789 3.763267 -5.241838 0.025 0.155 -0.420
C -0.709492 2.994238 1.614151 -0.239 0.290 -0.098
C -0.893674 2.776156 -4.656802 0.493 -0.595 0.479
C -1.611260 -1.137581 -0.538179 0.059 -0.051 0.721
C 3.829568 0.843905 -5.752026 0.758 -0.077 -0.425
C -1.026879 0.565456 4.524038 0.374 -0.019 0.120
C -1.972565 -1.513460 -1.779510 -1.369 -0.748 0.169
C 1.250094 0.831034 3.692085 0.494 0.341 -0.252
C 4.934797 2.968337 -4.272048 0.230 -0.263 -0.242
C 1.436858 -2.901682 -5.378462 0.107 0.214 0.058
C -0.291794 -1.922897 -6.773552 -0.235 -0.009 -0.004
C 3.658843 2.535529 -3.981666 -0.544 -0.031 -0.073
H -2.977562 0.821083 1.576028 0.045 0.166 -0.178
H -2.195906 2.688100 -1.827651 0.077 0.014 0.021
H 1.989232 -3.760051 -5.028042 0.013 -0.150 -0.067
H 0.876301 2.370930 6.694439 -0.068 -0.116 -0.154
H 2.591977 -1.510065 -4.192952 -0.093 -0.083 -0.111
H 1.666721 2.590977 -6.963958 -0.808 0.306 0.313
H -5.005416 -0.914844 -2.128553 0.028 -0.077 0.072
H -3.559151 2.368373 0.880593 -0.054 -0.203 0.019
H 0.376940 3.083454 1.539664 -0.123 0.058 0.034
H 0.365937 -3.385655 -1.326978 0.079 0.054 0.205
H -1.645493 0.290432 -4.448489 -0.139 -0.165 0.245
H -1.879016 5.074423 -6.950961 0.267 -0.399 0.273
H 1.487295 1.504865 -1.572275 -1.718 -1.101 -0.938
H 6.671547 2.702920 -5.542470 -0.571 -0.125 0.157
H -3.481696 -4.359571 -3.886842 0.168 -0.145 -0.227
H -1.162584 2.327031 -3.706469 -0.079 0.108 -0.139
H 2.576955 -1.938711 -2.201676 0.035 0.045 0.258
H -0.574683 0.227946 -6.605773 0.439 -0.676 0.214
H 1.973584 0.667027 2.885900 -0.287 0.157 0.549
H -1.860340 -4.269530 -3.165757 -0.220 0.172 0.063
H -3.422222 0.910578 -0.149725 0.095 0.121 0.164
H -1.183617 3.972550 1.492081 0.084 -0.029 0.275
H 1.522660 -4.165318 -0.206182 -0.199 0.123 -0.026
H -4.239020 -0.970674 -3.721933 0.150 -0.242 0.149
H -2.025709 0.149831 4.373844 0.277 0.178 0.199
H -2.183372 -1.480594 0.373233 0.325 -0.036 -1.107
H -1.744899 4.050927 -0.758948 -0.031 -0.144 -0.164
H -4.720585 -4.180749 -1.156847 -0.502 -0.464 0.212
H 2.949731 -1.046437 1.842619 -0.055 -0.116 -0.086
H -2.556291 4.110246 -4.745442 0.072 0.003 -0.111
H -4.196727 -2.906573 -0.061488 -0.122 0.302 0.263
H -5.462223 -2.193531 -3.271806 -0.388 0.135 -0.166
H -1.438575 1.483235 6.416577 0.191 -0.001 -0.095
H -0.029482 -3.514178 0.403478 0.161 0.073 -0.083
H 0.219174 4.295459 -8.082394 -0.214 -0.096 0.493
H 3.388487 -0.002872 -6.313405 0.325 0.756 0.324
H -0.704323 -1.665910 -3.541637 -0.324 0.056 -0.277
H 3.066681 2.961203 -3.176375 0.157 0.160 -0.123
H 1.678316 -2.173168 2.382008 0.169 -0.024 -0.187
H 3.732077 -2.347980 -0.892826 -0.121 0.169 -0.207
H 5.693622 0.793569 -6.837996 -0.138 0.249 0.374
H -0.481234 3.154257 -1.647264 -0.131 0.084 0.084
H -1.073611 -2.020880 -7.534896 0.348 -0.095 0.331
H 3.320336 -0.635252 -1.229798 0.002 -0.076 0.051
H 2.592933 1.938574 4.931900 -0.210 -0.036 0.075
H 3.114132 -2.794845 1.505496 0.001 0.047 0.186
H 0.191923 -4.014226 -6.729559 0.085 0.081 0.012
H -0.965428 2.562832 2.585804 0.008 0.121 -0.176
H 5.369789 3.781494 -3.707488 0.059 -0.061 0.015
H -3.088642 -4.205201 -0.505205 0.336 -0.157 0.051
H -2.349575 -3.091245 -4.410390 -0.225 0.086 0.353
```
Forces are in eV/Å.

**Total charge**: +2
**HOMO level (alpha / beta)**: -9.949 / -12.640 eV
**Kohn-Sham gap (alpha / beta)**: 5.41 / 5.74 eV
**Multiplicity**: 5